Record 1
The following is a quantum chemistry calculation of 3 unconnected molecules or ions with the total composition C22H43BF3N6O4 at a distorted geometry, from the OMol25 dataset.

The geometry in ORCA input format:
```
! RIJCOSX wB97M-V def2-TZVPD def2/J DEFGRID3
* xyz 1 1
F 1.210 -0.712 -2.005
F 1.580 -2.732 -1.259
F 1.440 -2.343 -3.361
O -3.042 -0.159 -3.078
O -4.934 0.458 -0.846
O -2.104 1.395 3.997
O -0.399 -2.229 -2.219
N -0.095 -0.881 1.945
N -3.016 -0.803 -0.867
N 0.360 1.535 3.883
N -2.216 -2.434 -7.812
N -0.016 -1.781 1.005
N 4.405 2.842 6.162
C -3.394 -2.916 -7.110
C 2.607 1.404 7.281
C 0.945 -2.011 -2.172
C -2.024 0.117 1.170
C -0.953 -1.731 0.109
C -4.953 -1.223 0.810
C -2.013 -0.788 0.126
C -1.295 -0.748 -9.390
C -1.783 1.362 -1.789
C -2.627 0.119 -1.990
C 5.541 1.937 6.084
C -0.971 -2.748 -1.027
C 5.902 1.127 7.334
C -0.605 -1.672 -5.978
C -4.319 -0.448 -0.337
C -1.017 0.048 2.120
C -2.408 -1.133 -8.427
C -3.873 -2.132 -5.882
C 5.742 4.720 7.097
C 4.482 3.871 7.186
C 3.098 2.218 6.078
C -0.954 -2.630 -7.124
B -0.947 1.050 3.395
H 5.842 5.171 6.109
H -4.218 -2.950 -7.830
H -1.505 1.698 -2.787
H 3.068 1.580 5.186
H 5.875 1.729 8.243
H -4.646 -2.272 0.819
H -1.545 0.193 -9.883
H 2.364 3.008 5.885
H -1.164 -1.508 -10.162
H -2.818 0.848 1.271
H 1.537 1.200 7.174
H 5.386 1.249 5.248
H -1.132 -1.928 -5.059
H -3.923 -1.059 -6.067
H 5.246 0.268 7.469
H -2.344 2.168 -1.303
H 5.694 5.525 7.832
H -0.585 -3.722 -0.722
H 0.832 2.000 3.107
H 0.892 0.699 4.128
H 6.418 2.520 5.793
H -0.341 -0.602 -8.880
H -4.878 -2.461 -5.608
H -3.341 -1.157 -8.997
H -0.850 1.199 -1.240
H 3.626 4.541 7.064
H -3.231 -3.958 -6.821
H -0.151 -2.579 -7.864
H -6.026 -1.221 0.625
H -0.910 -3.657 -6.753
H -2.026 -2.906 -1.254
H 4.409 3.452 8.200
H 2.741 1.935 8.223
H -2.520 -0.333 -7.679
H 3.106 0.439 7.351
H 6.642 4.142 7.310
H -4.758 -0.712 1.754
H -3.237 -2.306 -5.014
H -0.822 -0.631 -6.225
H 0.463 -1.736 -5.760
H 6.917 0.736 7.236
H -2.099 2.353 4.141
H 0.654 -0.901 2.631
*
```

Values from the calculation:
E, eV: -49464.7964
M, g mol⁻¹: 523.43
HOMO energy, eV: -9.45
Frontier orbital gap, eV: 3.993

Results of the Mulliken charge analysis, in e, for atoms 1 through 2: -0.2570 -0.2520

***

Record 2
The following is a quantum chemistry calculation of 2 unconnected molecules or ions with the total composition C22H43BrClN3O10PS at a distorted geometry, from the OMol25 dataset.

The geometry in ORCA input format:
```
! RIJCOSX wB97M-V def2-TZVPD def2/J DEFGRID3
* xyz 1 1
Br -3.449 0.698 -4.792
Cl 0.518 0.359 2.188
S 2.949 -1.921 -4.581
P 1.055 1.468 0.414
O 1.202 -4.424 8.188
O 1.600 -1.554 -5.251
O -3.333 -0.515 0.128
O -5.139 0.127 -2.525
O 1.846 5.233 -3.932
O 2.543 -3.471 6.732
O 3.845 -0.659 -4.380
O 3.780 -3.003 -5.628
O 0.605 -4.441 5.970
O 2.743 1.031 0.062
N -1.544 0.998 -0.806
N -0.742 -0.994 -2.698
N 0.691 5.181 -1.656
C -1.880 -1.409 -1.794
C -0.035 0.996 -1.078
C 1.832 5.024 -2.618
C -4.025 -0.318 -3.164
C -1.715 -2.710 2.758
C 0.002 -5.133 8.486
C 1.372 -4.142 6.871
C 0.408 -0.346 -1.898
C 2.705 -1.796 -1.628
C -2.825 -1.498 2.512
C 2.592 -2.797 -2.937
C -3.482 -1.691 0.999
C -0.667 5.256 -2.285
C -1.991 -0.410 -0.457
C -1.604 3.613 -0.264
C -2.025 2.081 0.117
C -1.698 4.017 -1.842
C 3.299 4.587 -1.942
C -3.316 -1.657 -2.545
C 0.963 6.275 -0.650
C 1.153 -1.523 -1.067
C 2.854 -3.107 5.388
H -3.112 -2.679 0.461
H 3.299 -0.806 -1.827
H -1.980 1.198 -1.756
H -4.650 -1.846 1.173
H 2.091 -2.436 4.983
H -1.047 -0.365 -3.474
H 1.173 0.016 -2.740
H 4.071 4.202 -2.731
H -0.705 5.303 -3.451
H 0.013 6.762 -0.171
H -0.030 -5.304 9.566
H 1.253 -1.384 0.085
H 1.555 5.758 0.249
H 3.062 3.796 -1.082
H -0.876 -4.543 8.205
H -3.139 -2.504 -3.366
H -2.377 4.320 0.309
H -1.234 -0.851 0.317
H 2.960 -3.999 4.761
H 1.724 7.064 -1.100
H 3.811 -2.577 5.395
H -0.607 -2.314 2.601
H 0.106 1.893 -1.857
H -1.568 -2.467 -1.335
H -1.214 6.244 -1.897
H 3.107 0.449 0.792
H -2.790 4.456 -2.021
H -4.073 -2.144 -1.770
H 1.513 -3.277 -3.071
H -1.887 -3.118 3.851
H 3.779 5.514 -1.367
H 3.217 -2.446 -0.773
H 4.283 -2.408 -6.273
H 0.603 -2.571 -1.222
H -3.217 2.082 0.187
H -3.622 -1.463 3.370
H -0.556 3.853 0.248
H -1.671 1.893 1.242
H -0.007 -6.106 7.983
H 3.315 -3.730 -2.757
H -2.289 -0.431 2.485
H -1.845 -3.610 1.987
H -1.525 3.151 -2.606
*
```

Values from the calculation:
E, eV: -151127.8086
M, g mol⁻¹: 688.00
HOMO energy, eV: -11.87
Frontier orbital gap, eV: 8.695

Results of the Mulliken charge analysis, in e, for atoms 1 through 2: -0.1015 -0.2075

***

Record 3
The following is a quantum chemistry calculation of a molecular structure, C22H43InN3O9 at a distorted geometry, from the OMol25 dataset.

The geometry in ORCA input format:
```
! RIJCOSX wB97M-V def2-TZVPD def2/J DEFGRID3
* xyz 1 1
In -1.021 0.625 0.719
O -1.753 -2.434 0.468
O 1.595 -0.223 1.725
O -1.764 2.892 -0.978
O 5.428 3.474 -1.592
O 0.664 2.974 0.758
O 4.855 4.916 0.704
O 1.406 1.390 -1.272
O -0.051 -2.809 -3.515
O -0.809 1.299 3.631
N 1.455 -2.011 -0.967
N -1.541 -1.381 3.191
N -2.015 0.237 -2.026
C -0.550 -3.914 -4.199
C -2.126 4.184 -0.542
C -2.304 2.656 -2.268
C 1.655 -3.170 -1.836
C -2.573 1.193 -4.236
C -2.122 -3.144 1.612
C 2.718 4.108 0.704
C -2.310 -2.950 -0.708
C 4.028 4.230 0.166
C 4.348 3.427 -1.053
C -0.919 0.434 4.736
C -1.796 1.397 -2.942
C 1.873 -2.329 0.408
C 2.341 0.730 2.449
C 2.494 -1.190 1.193
C 3.428 2.467 -1.556
C 1.722 3.180 0.211
C 2.137 2.288 -0.945
C -0.628 -0.969 4.256
C -0.696 2.653 3.977
C 1.341 -2.881 -3.302
C -1.272 -2.783 2.802
H 1.779 -3.674 -3.920
H -1.606 2.960 4.513
H 3.342 0.965 2.063
H -1.947 5.003 -1.244
H -3.186 -2.952 1.859
H 2.713 -3.479 -1.761
H 1.712 1.596 2.611
H -1.635 -3.833 -4.285
H 2.598 0.336 3.447
H 2.606 -3.141 0.386
H 0.392 -1.102 3.874
H -1.611 -3.404 3.644
H -0.686 3.277 3.090
H 3.305 -0.708 0.632
H -0.259 0.767 5.542
H -1.955 0.380 5.112
H -3.188 4.246 -0.269
H -2.723 2.115 -4.809
H -2.216 -4.227 1.439
H -0.615 -1.699 5.086
H -0.140 -3.986 -5.208
H 3.015 -1.682 2.027
H -1.864 -3.891 -1.054
H -2.211 3.546 -2.901
H -3.403 2.553 -2.189
H -3.012 0.022 -2.091
H -2.362 -2.182 -1.470
H 1.028 -3.998 -1.498
H 1.875 -1.973 -3.611
H -2.051 0.521 -4.916
H 2.449 4.815 1.483
H -3.585 0.855 -4.009
H 0.123 2.832 4.677
H -0.410 -4.880 -3.699
H -1.556 4.360 0.372
H -3.360 -3.256 -0.529
H -1.613 -0.557 -2.530
H -0.237 -3.036 2.574
H 3.676 1.722 -2.302
H -0.717 1.467 -3.086
H -2.466 -1.461 3.612
H 1.824 -1.141 -1.323
H 0.939 -2.640 0.888
*
```

Values from the calculation:
E, eV: -51569.7647
M, g mol⁻¹: 608.42
HOMO energy, eV: -10.79
Frontier orbital gap, eV: 3.545

Results of the Mulliken charge analysis, in e, for atoms 1 through 2: 0.8845 0.0498

***

Record 4
The following is a quantum chemistry calculation of a molecular structure, C22H43N2OP2STl at a distorted geometry, from the OMol25 dataset.

The geometry in ORCA input format:
```
! RIJCOSX wB97M-V def2-TZVPD def2/J DEFGRID3
* xyz 2 1
Tl -1.709 0.028 -0.124
S -1.027 0.121 3.189
P -0.261 2.486 -0.142
P -0.088 -2.365 -0.339
O 3.279 0.449 -0.046
N -0.544 -1.749 5.025
N -0.195 0.141 -2.500
C 1.352 -4.868 -0.185
C 1.588 2.977 1.906
C 1.748 -3.137 1.619
C 0.584 1.395 -2.612
C -1.603 -3.395 0.028
C -1.733 3.868 1.827
C -1.827 4.852 -0.528
C 1.307 3.324 0.438
C 1.528 -2.320 6.008
C 2.167 -1.410 5.156
C 0.165 -2.486 5.930
C -0.147 2.585 -1.984
C 0.620 -1.076 -2.759
C 2.718 -0.360 0.536
C -1.785 -4.645 -0.832
C 1.379 4.831 0.194
C 1.423 -0.669 4.240
C -0.036 -2.336 -2.188
C -1.727 -3.687 1.529
C 1.407 -3.376 0.142
C -1.691 3.586 0.319
C 0.046 -0.841 4.177
H -1.091 -5.449 -0.561
H -0.972 4.596 2.141
H 2.626 -3.744 1.883
H 2.090 -2.873 6.756
H 2.570 3.385 2.184
H -0.984 -4.418 1.882
H 3.244 -1.254 5.231
H 2.001 -2.078 1.790
H 0.381 3.515 -2.247
H 2.084 2.841 -0.183
H 0.765 -1.206 -3.842
H 2.411 5.157 0.390
H -2.430 -2.707 -0.236
H 1.564 1.237 -2.140
H -1.037 -0.647 2.002
H 0.781 1.617 -3.677
H -1.805 4.640 -1.605
H 0.924 -3.424 2.290
H 1.621 -0.917 -2.330
H 1.608 1.894 2.079
H 2.362 -5.279 -0.054
H -1.619 2.952 2.423
H 0.695 -5.416 0.503
H 0.734 5.396 0.881
H -2.564 2.945 0.085
H 1.054 -5.067 -1.221
H -2.714 4.298 2.073
H -1.687 -4.433 -1.904
H -0.918 0.179 -3.202
H 0.518 -3.225 -2.534
H -1.059 -2.412 -2.583
H -1.560 -1.833 4.974
H -1.162 2.652 -2.402
H 1.143 5.110 -0.841
H -2.723 -4.111 1.725
H 2.206 -2.926 -0.474
H -1.642 -2.773 2.136
H 1.868 0.055 3.562
H -1.057 5.597 -0.294
H -0.425 -3.139 6.575
H -2.801 5.307 -0.300
H -2.802 -5.026 -0.665
H 0.837 3.413 2.579
*
```

Values from the calculation:
E, eV: -62631.9989
M, g mol⁻¹: 650.00
HOMO energy, eV: -13.30
Frontier orbital gap, eV: 6.390

Results of the Mulliken charge analysis, in e, for atoms 1 through 2: 1.1672 -0.3451